# 1
The following is a quantum chemistry calculation of a single C6H11NS molecule, from the Open Molecules 2025 dataset.

Summary:
Lowest unoccupied orbital energy = 0.0314 Ha
SMILES = N[C@H]1C[C@@H]2SCC[C@@H]21
E_HOMO = -8.2 eV
Kohn-Sham gap = 9.08 eV
Energy relative to the best compared isomer or geometry (same formula, charge and spin) = 77.8 kcal/mol
E = -18722.11940 eV

Geometry as ORCA input:
```
! wB97M-V def2-TZVPD RIJCOSX def2/J DEFGRID3
* xyz 0 1
N 2.5829 0.1315 -0.1796
C 1.1644 -0.0674 -0.3197
C 0.7601 -1.7077 -0.0743
C -0.4513 -1.0091 0.7484
S -2.0941 -1.2261 -0.1200
C -2.2009 0.6758 -0.5711
C -1.1663 1.3797 0.2611
C -0.0040 0.4943 0.6678
H 3.1146 -0.5539 -0.9280
H 2.7171 1.0238 -0.4606
H 0.7700 -0.0444 -1.3531
H 0.5831 -2.4284 -0.9146
H 1.4787 -2.1718 0.7156
H -0.3897 -1.1105 1.9775
H -1.9083 0.8398 -1.7453
H -3.1916 1.1088 -0.2879
H -0.7658 2.2904 -0.2568
H -1.6701 1.7320 1.3002
H 0.6712 0.6431 1.5404
*
```

These are the natural (NBO) partial charges, in e, on atoms 1 to 8:
1. N -0.82
2. C -0.01
3. C -0.45
4. C -0.32
5. S 0.14
6. C -0.48
7. C -0.44
8. C -0.27

# 2
The following is a quantum chemistry calculation of a molecular structure, C45H44Cl2CoGe2P, from the Open Molecules 2025 dataset.

Summary:
Lowest unoccupied orbital energy (spin up / spin down) = 0.0189 / 0.0172 Ha
E_HOMO (spin up / spin down) = -7.0 / -7.3 eV
Kohn-Sham gap (spin up / spin down) = 7.55 / 7.76 eV
E = -232369.34540 eV

Geometry as ORCA input:
```
! wB97M-V def2-TZVPD RIJCOSX def2/J DEFGRID3
* xyz 0 3
Co -1.2267 -0.4747 0.7466
C -4.7211 -5.0261 -1.4040
C -3.3968 -5.4461 -1.6287
C -2.3385 -4.8277 -0.9677
C -2.6062 -3.7729 -0.1127
C -3.9134 -3.3477 0.1127
C -4.9608 -4.0515 -0.4395
P -1.2581 -2.6744 0.5617
C 0.3130 -3.5076 -0.0020
C 0.7888 -3.3640 -1.3029
C 2.0820 -3.8023 -1.6816
C 2.9224 -4.4066 -0.7435
C 2.4055 -4.5780 0.5200
C 1.1420 -4.1318 0.9035
C -1.1863 -3.0063 2.3439
C -1.4542 -4.2500 2.8349
C -1.4152 -4.5564 4.2062
C -0.9432 -3.5761 5.0536
C -0.5416 -2.3034 4.5855
C -0.1673 -1.2439 5.4413
C -0.0709 0.0443 5.0126
C -0.2551 0.3828 3.6146
C -0.6264 -0.6138 2.6871
C -0.7221 -1.9750 3.2059
H -5.5311 -5.4877 -1.9763
H -3.2199 -6.2401 -2.3467
H -1.3319 -5.1926 -1.1394
H -4.1135 -2.5687 0.8072
H -5.9453 -3.7529 -0.2439
H 0.1519 -2.8099 -1.9798
H 2.4878 -3.5866 -2.6777
H 3.8949 -4.7354 -0.9975
H 3.0381 -4.9327 1.3141
H 0.8728 -4.2911 1.9298
H -1.9201 -4.9344 2.1623
H -1.7838 -5.5098 4.6397
H -0.8056 -3.7953 6.1175
H -0.0571 -1.4207 6.4647
H 0.0775 0.8428 5.7799
H -0.2818 1.4262 3.3960
C 3.7443 -0.4997 -0.5354
Ge 2.6899 0.7844 -1.5386
C 3.7465 2.3409 -2.0132
C 2.2995 0.0880 -3.3438
C 0.9849 0.9252 -0.6031
H 4.7903 -0.5628 -0.9406
H 3.3537 -1.4418 -0.7043
H 3.7357 -0.2444 0.5177
H 3.4399 2.6811 -3.0107
H 4.8213 2.1263 -2.0781
H 3.6785 3.1878 -1.3142
H 3.2731 -0.0714 -3.8995
H 1.6790 0.7390 -3.9347
H 1.7357 -0.8118 -3.2272
H 1.1031 0.5064 0.4586
H 0.2693 0.3330 -1.1299
C 2.9634 4.3089 3.3170
C 1.9810 5.1143 2.6992
C 1.3204 4.6812 1.5891
C 1.6042 3.4318 0.9735
C 2.5695 2.6421 1.5489
C 3.2509 3.0667 2.7474
Ge 0.4795 2.7784 -0.4888
C 0.8597 3.7024 -2.1586
C 1.6140 4.8856 -2.1778
C 1.7747 5.5226 -3.3935
C 1.1618 5.0677 -4.5741
C 0.4809 3.8696 -4.5469
C 0.3768 3.2104 -3.3333
C -1.4494 2.9538 -0.2095
C -1.9301 2.3271 0.9536
C -3.3144 2.1394 1.1557
C -4.2136 2.7053 0.2349
C -3.7545 3.3683 -0.8598
C -2.3677 3.4782 -1.1431
H 3.4505 4.7582 4.1656
H 1.7345 6.0506 3.1257
H 0.5328 5.2978 1.1823
H 2.8124 1.7165 1.1137
H 3.8833 2.3096 3.2282
H 2.2251 5.2649 -1.3170
H 2.4620 6.3529 -3.4674
H 1.3463 5.6019 -5.5311
H -0.0317 3.4845 -5.3839
H -0.2131 2.2585 -3.2579
H -1.2251 1.9482 1.6833
H -3.7165 1.5591 1.9801
H -5.2906 2.5271 0.3218
H -4.4434 3.8777 -1.5516
H -2.1042 4.0260 -2.0709
Cl -1.2344 -0.9237 -3.6114
C -2.7915 -1.1170 -2.8175
Cl -3.3633 0.4615 -2.2394
H -2.6312 -1.7323 -1.8994
H -3.5367 -1.5579 -3.4874
*
```

These are the Mulliken partial charges, in e, on atoms 1 to 8:
1. Co -0.20
2. C -0.49
3. C -0.60
4. C -0.21
5. C -0.17
6. C -0.35
7. C -0.80
8. P 2.25

# 3
The following is a quantum chemistry calculation of a molecular structure, C12H18BF4K3O9, from the Open Molecules 2025 dataset.

Summary:
Lowest unoccupied orbital energy = -0.2704 Ha
E_HOMO = -15.3 eV
Kohn-Sham gap = 7.95 eV
E = -91666.33919 eV

Geometry as ORCA input:
```
! wB97M-V def2-TZVPD RIJCOSX def2/J DEFGRID3
* xyz 2 1
K -0.2319 -3.5595 -0.8072
K 0.6778 1.5694 -1.5574
K -0.6808 -0.8862 -3.3617
B -0.0251 -1.1833 -0.9218
F -1.0618 -1.8436 -1.5047
F -0.4758 -0.7156 0.2269
F 1.0552 -2.0175 -0.6582
F 0.4068 -0.1936 -1.7323
C 3.4741 -2.0197 -2.6425
C 3.3691 -0.8903 -1.5967
C 2.8237 -1.2449 -0.1856
O 3.8773 -0.7802 0.6530
C 4.8500 -0.2042 -0.0752
O 5.8095 0.4266 0.4246
O 4.7038 -0.4543 -1.3610
H 4.0409 -1.7371 -3.5296
H 2.5323 -2.5144 -2.8801
H 4.0435 -2.8406 -2.2066
H 2.7801 -0.1058 -2.0719
H 2.6912 -2.3251 -0.1250
H 1.9488 -0.6046 -0.0731
C -2.6478 -0.1150 1.6160
C -3.2245 -0.0550 0.2224
C -3.1385 -1.3573 -0.5301
O -4.4787 -1.4907 -1.1050
C -5.2730 -0.8015 -0.3194
O -6.4924 -0.9054 -0.3321
O -4.5868 0.0967 0.3565
H -2.8950 -1.0526 2.1140
H -2.9600 0.7618 2.1834
H -1.5648 0.0075 1.6029
H -2.8822 0.7961 -0.3663
H -2.9777 -2.1986 0.1441
H -2.3891 -1.2593 -1.3154
C -0.3020 0.8425 2.2228
C -0.5642 2.2593 1.7027
C 0.2615 3.4324 2.3672
O 0.6063 4.1299 1.2676
C 0.1918 3.6265 0.1264
O 0.5920 4.0634 -0.9643
O -0.2581 2.3785 0.3050
H -0.5486 0.1223 1.4427
H -0.9656 0.5842 3.0481
H 0.7341 0.6870 2.5237
H -1.6002 2.5860 1.7929
H 1.1190 2.9601 2.8464
H -0.3641 4.0259 3.0339
*
```

These are the Mulliken partial charges, in e, on atoms 1 to 8:
1. K 1.08
2. K 0.97
3. K 1.14
4. B 1.22
5. F -0.50
6. F -0.29
7. F -0.49
8. F -0.90

# 4
The following is a quantum chemistry calculation of a molecular structure, C20H24NO4PY, from the Open Molecules 2025 dataset.

Summary:
Lowest unoccupied orbital energy = -0.0944 Ha
E_HOMO = -11.0 eV
Kohn-Sham gap = 8.46 eV
Energy relative to the best compared isomer or geometry (same formula, charge and spin) = 23.6 kcal/mol
E = -41138.95446 eV

Geometry as ORCA input:
```
! wB97M-V def2-TZVPD RIJCOSX def2/J DEFGRID3
* xyz 1 1
Y 0.8040 0.0804 1.4340
O 2.8606 -0.3673 -0.4755
C 2.4292 0.7821 -0.4624
O 2.2505 1.4288 0.6741
C 1.7493 1.3572 -1.6838
P -0.0459 1.3414 -1.2087
C -0.8734 2.3624 -2.4419
C -0.8584 1.9979 -3.7902
C -1.4458 2.8146 -4.7400
C -2.0513 4.0054 -4.3507
C -2.0681 4.3744 -3.0147
C -1.4795 3.5544 -2.0575
C -0.7180 -0.3460 -1.4386
C -2.0421 -0.4815 -1.8692
C -2.6952 -1.7016 -1.7882
C -2.0596 -2.8174 -1.2569
C -0.7548 -2.7011 -0.8154
C -0.0905 -1.4793 -0.8975
H 1.9997 0.7950 -2.5789
H 1.9870 2.4159 -1.7977
H -0.3902 1.0691 -4.0966
H -1.4298 2.5252 -5.7826
H -2.5086 4.6439 -5.0954
H -2.5394 5.3005 -2.7134
H -1.4976 3.8452 -1.0143
H -2.5703 0.3720 -2.2727
H -3.7143 -1.7801 -2.1450
H -2.5756 -3.7661 -1.1982
H -0.2338 -3.5613 -0.4148
H 0.9671 -1.4754 -0.6445
N -1.9336 -1.5474 4.5327
C -1.4205 -1.0450 3.4124
O -0.2982 -1.4181 2.9965
C -2.1921 0.0005 2.6730
C -1.2337 1.0618 2.1234
H -1.4445 -2.2731 5.0304
H -2.8238 -1.2305 4.8723
H -2.9993 0.3993 3.2953
H -2.6838 -0.5332 1.8501
H -1.0795 1.8298 2.8961
H -1.7336 1.5899 1.3084
C 3.9730 -1.4799 3.6036
C 3.3892 -1.9733 2.3242
C 4.1972 -2.8955 1.4785
O 2.2693 -1.6342 1.9548
H 5.0455 -1.3173 3.5032
H 3.8390 -2.2740 4.3454
H 3.4718 -0.5839 3.9595
H 4.8024 -3.5618 2.0923
H 4.8784 -2.2587 0.9038
H 3.5714 -3.4441 0.7817
*
```

These are the natural (NBO) partial charges, in e, on atoms 1 to 8:
1. Y 2.12
2. O -0.63
3. C 0.74
4. O -0.86
5. C -0.80
6. P 0.81
7. C -0.28
8. C -0.22

# 5
The following is a quantum chemistry calculation of a molecular structure, C25H18AsClIN4O7RhS, from the Open Molecules 2025 dataset.

Summary:
Lowest unoccupied orbital energy (spin up / spin down) = -0.0397 / -0.1165 Ha
E_HOMO (spin up / spin down) = -8.1 / -8.3 eV
Kohn-Sham gap (spin up / spin down) = 7.06 / 5.14 eV
E = -141814.39136 eV

Geometry as ORCA input:
```
! wB97M-V def2-TZVPD RIJCOSX def2/J DEFGRID3
* xyz 0 5
Rh -0.2327 -0.2762 -0.1276
N 0.5071 2.2419 2.2246
C 0.1785 1.0300 2.7998
C -0.1038 1.0582 4.1771
C -0.4111 -0.1063 4.8285
C -0.4401 -1.3004 4.1104
C -0.1583 -1.2392 2.7705
N 0.1594 -0.1070 2.1137
C 0.7409 2.6878 0.9245
C 0.9969 4.0540 0.7711
C 1.2341 4.5498 -0.4877
C 1.2365 3.6802 -1.5720
C 0.9866 2.3525 -1.3245
N 0.7337 1.8604 -0.1026
H 0.4577 3.0018 2.8810
H -0.0832 2.0023 4.7070
H -0.6363 -0.0911 5.8872
H -0.6934 -2.2422 4.5753
H -0.2008 -2.1312 2.1603
H 0.9887 4.7069 1.6355
H 1.4100 5.6087 -0.6276
H 1.4023 4.0267 -2.5814
H 0.9670 1.6344 -2.1324
O -1.9021 1.7916 -2.5971
As -2.7388 1.9375 -1.0409
O -3.2355 3.4791 -0.8521
O -1.7693 1.2858 0.1703
C -4.2615 0.7500 -1.2487
C -5.4828 1.3789 -1.4472
C -6.6522 0.6339 -1.5222
C -6.6113 -0.7455 -1.3864
C -5.3988 -1.3917 -1.1973
C -4.2306 -0.6440 -1.1312
S -2.7097 -1.5445 -0.9971
O -2.9923 -2.9053 -1.3978
O -1.7480 -0.8507 -1.8879
O -2.2058 -1.4510 0.3878
H -1.7356 0.8470 -2.7432
H -5.4954 2.4594 -1.5212
H -7.5997 1.1334 -1.6854
H -7.5252 -1.3238 -1.4362
H -5.3428 -2.4686 -1.1202
Cl 4.9252 -5.2804 0.1580
C 4.0374 -3.8287 -0.0557
C 4.7406 -2.6399 -0.1605
C 4.0674 -1.4478 -0.3527
I 5.0840 0.3405 -0.5170
C 2.6272 -1.4143 -0.4347
O 1.9930 -0.3769 -0.6462
C 1.9099 -2.6819 -0.2649
N 0.5730 -2.6007 -0.2938
C -0.1281 -3.7214 -0.2099
C 0.4812 -4.9773 -0.0803
C 1.8453 -5.0631 -0.0209
C 2.6046 -3.8841 -0.1131
H 5.8195 -2.6540 -0.0970
H -1.2064 -3.6254 -0.2546
H -0.1368 -5.8631 -0.0256
H 2.3426 -6.0176 0.0849
*
```

These are the Mulliken partial charges, in e, on atoms 1 to 8:
1. Rh 1.45
2. N -0.02
3. C 0.69
4. C -0.93
5. C -0.36
6. C -1.12
7. C -0.03
8. N 0.36

# 6
The following is a quantum chemistry calculation of a single C3H6ClNOS molecule, from the Open Molecules 2025 dataset.

Summary:
Lowest unoccupied orbital energy = 0.0118 Ha
SMILES = CONC(=S)CCl
E_HOMO = -8.7 eV
Kohn-Sham gap = 9.03 eV
Energy relative to the best compared isomer or geometry (same formula, charge and spin) = 49.3 kcal/mol
E = -30101.32901 eV

Geometry as ORCA input:
```
! wB97M-V def2-TZVPD RIJCOSX def2/J DEFGRID3
* xyz 0 1
C -2.7910 -1.0538 0.2524
O -1.5435 -1.1238 -0.5136
N -0.4583 -0.7732 0.2586
C 0.0042 0.4697 0.2405
S -0.8200 1.7944 -0.2323
C 1.4961 0.5860 0.5870
Cl 2.4821 -0.6837 -0.2267
H -2.7453 -0.7018 1.3005
H -3.3883 -0.3470 -0.2801
H -3.2758 -2.0451 0.2035
H 0.1731 -1.5742 0.1797
H 1.5710 0.4298 1.6863
H 1.8882 1.5423 0.2989
*
```

These are the natural (NBO) partial charges, in e, on atoms 1 to 8:
1. C -0.27
2. O -0.37
3. N -0.31
4. C 0.05
5. S -0.09
6. C -0.42
7. Cl -0.07
8. H 0.20

# 7
The following is a quantum chemistry calculation of a molecular structure, C39H29MnN10S, from the Open Molecules 2025 dataset.

Summary:
Lowest unoccupied orbital energy (spin up / spin down) = 0.0702 / 0.0379 Ha
E_HOMO (spin up / spin down) = -2.8 / -3.7 eV
Kohn-Sham gap (spin up / spin down) = 4.75 / 4.69 eV
Energy relative to the best compared isomer or geometry (same formula, charge and spin) = 15.2 kcal/mol
E = -97971.55954 eV

Geometry as ORCA input:
```
! wB97M-V def2-TZVPD RIJCOSX def2/J DEFGRID3
* xyz -1 6
Mn 0.6784 0.4692 0.2811
C 0.9499 4.1753 -5.1451
C 2.3321 3.9973 -5.0078
C 2.8562 3.2353 -3.9789
C 1.9721 2.6447 -3.0844
C 2.1693 1.8213 -1.9052
N 3.3456 1.3646 -1.5368
C 3.5190 0.6056 -0.4585
C 4.7649 -0.0355 -0.1302
C 5.9787 -0.1270 -0.8039
C 6.9642 -0.9285 -0.2620
C 6.7516 -1.6282 0.9362
C 5.5521 -1.5317 1.6144
C 4.5551 -0.7260 1.0753
C 3.1888 -0.4788 1.4569
N 2.6510 -0.9204 2.5856
C 1.3760 -0.7925 2.8709
N 0.3746 -0.3035 2.0700
C -0.8148 -0.3898 2.7696
N -1.9940 0.0718 2.4295
C -2.2474 0.7278 1.3054
N -1.4070 0.7488 0.1406
C -1.9266 1.7284 -0.7806
N -1.3147 2.2157 -1.8507
C -0.0313 2.1506 -2.0985
N 0.9525 1.5501 -1.3340
C 0.5880 2.8368 -3.2137
C 0.0652 3.6000 -4.2509
C -3.1273 2.2097 -0.2245
C -4.0542 3.1427 -0.7182
C -5.1448 3.4555 0.0538
C -5.3245 2.8757 1.3324
C -4.4234 1.9751 1.8425
C -3.3147 1.6126 1.0587
C -0.5639 -0.9797 4.0709
C -1.3870 -1.2653 5.1533
C -0.8010 -1.7837 6.2952
C 0.5783 -2.0119 6.3658
C 1.4014 -1.7298 5.2894
C 0.8146 -1.2210 4.1391
N 2.5837 0.3124 0.5068
H 0.5704 4.7802 -5.9598
H 2.9987 4.4790 -5.7130
H 3.9241 3.0986 -3.8636
H 6.1284 0.4046 -1.7353
H 7.9167 -1.0284 -0.7687
H 7.5389 -2.2654 1.3202
H 5.3765 -2.0788 2.5321
H -1.0058 3.7376 -4.3310
H -3.9036 3.5771 -1.6983
H -5.8849 4.1587 -0.3085
H -6.1962 3.1481 1.9154
H -4.5555 1.5430 2.8265
H -2.4520 -1.0779 5.1011
H -1.4149 -2.0132 7.1582
H 1.0025 -2.4087 7.2802
H 2.4707 -1.8933 5.3299
N -0.5005 -2.6164 -1.3202
C 0.9751 -2.2975 -1.4765
N 1.1493 -1.7463 -2.7792
S 1.9296 -3.6122 -0.9678
H -0.8028 -2.9628 -2.2332
H -0.5129 -3.4055 -0.6698
H 0.8340 -0.7812 -2.8260
H 2.1294 -1.7796 -3.0275
C -3.1632 -2.9270 -2.0411
C -2.8738 -1.9557 -0.8845
C -3.1631 -2.6680 0.4486
C -3.7895 -0.7403 -1.0383
C -1.4156 -1.5269 -0.8676
C -0.8409 -0.4335 -0.3822
H -4.2344 -3.1316 -2.0667
H -2.6613 -3.8890 -1.9151
H -2.8794 -2.4978 -3.0056
H -4.2081 -2.9854 0.4955
H -2.9611 -2.0043 1.2909
H -2.5385 -3.5592 0.5585
H -4.8187 -1.0673 -1.2005
H -3.4832 -0.1309 -1.8905
H -3.7715 -0.1166 -0.1460
*
```

These are the Mulliken partial charges, in e, on atoms 1 to 8:
1. Mn -0.53
2. C -0.57
3. C -0.68
4. C 0.03
5. C 0.42
6. C -0.60
7. N -0.65
8. C -0.38

# 8
The following is a quantum chemistry calculation of a single C5H8N2O4 molecule, from the Open Molecules 2025 dataset.

Summary:
Lowest unoccupied orbital energy = 0.0041 Ha
SMILES = O=NN1C[C@H](O)C[C@H]1C(=O)O
E_HOMO = -10.1 eV
Kohn-Sham gap = 10.21 eV
Energy relative to the best compared isomer or geometry (same formula, charge and spin) = 55.1 kcal/mol
E = -16482.78517 eV

Geometry as ORCA input:
```
! wB97M-V def2-TZVPD RIJCOSX def2/J DEFGRID3
* xyz 0 1
O 0.7787 -2.6893 -0.8026
N 0.7646 -2.0409 0.2828
N 0.6271 -0.7594 0.1491
C 0.4745 -0.0322 1.4123
C -0.7885 0.7888 1.2454
O -1.9901 0.0574 1.4844
C -0.8743 1.1192 -0.2211
C -0.1366 0.0204 -0.9196
C 1.0006 0.3808 -1.9262
O 1.2199 1.5111 -2.3085
O 1.6562 -0.6920 -2.2931
H 1.2931 0.6732 1.5523
H 0.5256 -0.7235 2.2107
H -0.7557 1.6952 1.8798
H -1.9575 -0.1880 2.4236
H -1.9272 1.0135 -0.5051
H -0.4169 2.1053 -0.4251
H -0.7673 -0.7483 -1.3800
H 1.2739 -1.4912 -1.8589
*
```

These are the natural (NBO) partial charges, in e, on atoms 1 to 8:
1. O -0.46
2. N 0.26
3. N -0.18
4. C -0.26
5. C 0.09
6. O -0.71
7. C -0.45
8. C -0.18

Q: What is the formula in the first record?
A: C6H11NS

Q: The lowest E belongs to which entry?
A: C45H44Cl2CoGe2P

Q: What is the E in the fifth record?
A: -141814.39136 eV